Record 1
80
Properties=species:S:1:pos:R:3:mulliken_charge:R:1 method="wB97M-V/def2-TZVPD" multiplicity=1 largest_force_ha_per_bohr=0.076 relative_energy_ev=3.8715 homo_ev="-9.60 / -9.60" total_charge=+1 lumo_ev="-4.321 / -4.321"
Be 0.1511 -1.1132 -0.9377 -3.185
P 2.5032 -0.7658 -0.7862 1.364
C 2.5510 -1.3945 -2.4715 -1.446
C 1.3341 -1.6351 -3.1775 1.029
N 0.1024 -1.3380 -2.5768 1.245
C -1.0613 -1.5563 -3.2194 0.627
C -1.0693 -2.4167 -4.2971 -0.789
C 0.1282 -2.7494 -4.9574 -0.500
C 1.3059 -2.1771 -4.5211 -1.205
C -2.2591 -0.9107 -2.6007 -1.590
P -1.9201 0.7391 -1.7671 0.803
H 2.2339 -2.3948 -5.0623 0.398
H -2.0620 -2.7993 -4.5147 0.430
H 0.0290 -3.4079 -5.8146 0.452
H -3.0509 -0.7323 -3.3475 0.628
H -2.6571 -1.6146 -1.8561 0.423
H 4.3429 1.9739 -4.8984 0.313
H 3.4008 -1.0471 -3.0884 0.217
H 0.6027 3.7069 -2.3175 0.325
O 4.1512 2.6784 -5.5564 -0.622
H 3.1558 2.6910 -5.6038 0.312
H 0.0378 0.2216 -0.7157 0.702
O 0.7042 3.8734 -1.4000 -0.528
H 0.6320 2.9853 -1.2105 0.202
C -1.7537 1.6807 -3.2977 -1.576
H -2.6265 1.5133 -3.9463 0.446
H -1.6595 2.7364 -3.0267 0.404
H -0.8444 1.3700 -3.8119 0.355
C -3.6741 1.1819 -1.4058 -1.512
H -3.6807 2.1316 -0.8616 0.423
H -4.2168 1.3154 -2.3487 0.564
H -4.1719 0.4206 -0.7948 0.362
C 3.0239 -2.4194 -0.0454 -1.563
H 3.9963 -2.5855 -0.5404 0.452
H 3.0924 -2.4691 1.0598 0.464
H 2.2225 -3.0844 -0.4208 0.359
C 4.0043 0.3862 -0.7525 -1.258
H 4.5224 0.3741 0.2145 0.334
H 4.6892 0.0586 -1.5466 0.482
H 3.6834 1.4259 -0.9393 0.332
C 3.2178 0.0120 2.4669 -0.729
Si 1.5135 0.7481 2.6703 1.039
C 1.0809 0.2104 4.4341 -1.170
C 1.6677 2.6151 2.5637 -1.293
Si -0.1629 0.1566 1.0615 0.843
Si -0.9075 -1.9124 1.8506 0.029
C -1.7550 -1.8502 3.5403 -0.925
C -2.1392 -2.6147 0.5977 -1.171
C 0.5476 -3.0943 2.0095 -1.081
Si -1.8545 1.5035 1.9809 1.033
C -1.7316 1.9771 3.8335 -1.257
C -1.7939 3.1559 0.9975 -0.887
C -3.6429 0.7589 1.9281 -1.166
H 3.5629 -0.4011 3.4239 0.501
H 3.9349 0.7840 2.1716 0.430
H 3.2871 -0.7888 1.7305 -0.384
H 2.0049 0.3405 5.0174 0.483
H 0.3059 0.8144 4.9128 0.375
H 0.7966 -0.8449 4.5148 0.294
H 1.8659 2.9651 1.5433 0.343
H 0.8016 3.1689 2.9358 0.298
H 2.5277 2.8995 3.1843 0.483
H -2.6811 -1.2647 3.5393 0.280
H -2.0127 -2.8923 3.7828 0.468
H -1.1087 -1.4700 4.3380 0.301
H -1.6527 -2.8689 -0.3580 0.338
H -2.5368 -3.5435 1.0380 0.556
H -2.9823 -1.9382 0.3978 0.210
H 0.8661 -3.4760 1.0322 0.309
H 1.4153 -2.6488 2.5139 0.185
H 0.2048 -3.9476 2.6131 0.493
H -0.8275 2.5578 4.0705 0.364
H -2.6161 2.5998 4.0666 0.433
H -1.7666 1.0808 4.4739 0.333
H -1.7323 2.9990 -0.0977 0.139
H -2.7063 3.7341 1.2507 0.405
H -0.9012 3.7291 1.3138 0.338
H -4.2435 1.2589 1.1444 0.500
H -3.6340 -0.3354 1.7582 0.103
H -4.1048 0.9691 2.9157 0.483



Record 2
37
Properties=species:S:1:pos:R:3:mulliken_charge:R:1 method="wB97M-V/def2-TZVPD" multiplicity=1 largest_force_ha_per_bohr=0.003 homo_ev=-12.75 total_charge=+1 lumo_ev=-2.809
C -3.6625 -0.3864 -2.8589 -1.314
C -2.4379 -0.6725 -1.9923 -0.237
C -1.4944 0.5059 -2.0195 -0.561
O -0.5387 0.3638 -0.8950 -0.103
P 0.9570 0.7424 -0.8946 0.630
O 1.5852 -0.0008 -2.1474 -0.557
C 1.2303 2.5042 -1.1338 -0.729
N 0.7110 2.9023 -2.4272 -0.487
C 1.6503 0.1650 0.6262 -0.399
C 1.0063 0.7877 1.8863 -0.758
C -0.1544 -0.0420 2.4342 -0.414
C 0.3006 -1.2538 3.2181 -0.692
O 1.0775 -2.0773 2.3724 -0.245
C 1.5069 -3.2654 3.0176 -0.817
H -4.2477 -1.2903 -3.0196 0.371
H -4.3148 0.3549 -2.3959 0.343
H -3.3751 -0.0073 -3.8427 0.339
H -1.9220 -1.5678 -2.3441 0.310
H -2.7330 -0.8563 -0.9569 0.241
H -2.0015 1.4560 -1.8597 0.312
H -0.9221 0.5660 -2.9429 0.400
H 2.5383 0.0649 -2.2842 0.371
H 2.2994 2.6902 -0.9372 0.410
H 0.6729 3.0144 -0.3439 0.472
H 0.6874 3.9105 -2.5143 0.256
H 1.2607 2.5367 -3.1949 0.210
H 1.5303 -0.9230 0.6402 0.290
H 2.7262 0.3623 0.5718 0.521
H 0.6555 1.8037 1.6851 0.239
H 1.7855 0.8842 2.6437 0.450
H -0.8010 -0.3709 1.6160 0.050
H -0.7661 0.5798 3.0910 0.407
H 0.8971 -0.9366 4.0861 0.387
H -0.5663 -1.8093 3.5952 0.407
H 0.6586 -3.7954 3.4611 0.302
H 2.2380 -3.0420 3.8003 0.335
H 1.9627 -3.8978 2.2597 0.258



Record 3
13
Properties=species:S:1:pos:R:3:mulliken_charge:R:1 method="wB97M-V/def2-TZVPD" multiplicity=1 largest_force_ha_per_bohr=0.064 relative_energy_ev=1.6094 homo_ev=-10.19 lumo_ev=0.974 smiles=CC1(C)CO1
C 0.8205 -1.1604 -0.1701 -1.177
C -0.2109 -0.0074 -0.1508 1.331
C 0.4889 1.3010 -0.1188 -1.373
C -1.4925 -0.1753 0.4064 -0.705
O -1.3336 -0.0414 -0.9977 -0.495
H 1.2252 -1.3777 0.8837 0.274
H 1.7006 -0.8119 -0.8750 0.290
H 0.2824 -2.1052 -0.5643 0.340
H 1.2968 1.4729 -0.9226 0.288
H -0.1760 2.1526 -0.0533 0.373
H 1.0548 1.3048 0.8523 0.299
H -1.9597 0.6265 0.8966 0.301
H -1.6967 -1.1785 0.8135 0.252



Record 4
82
Properties=species:S:1:pos:R:3:mulliken_charge:R:1 method="wB97M-V/def2-TZVPD" multiplicity=1 largest_force_ha_per_bohr=0.003 relative_energy_ev=0.0000 homo_ev=-10.18 total_charge=+1 lumo_ev=-3.684
Co 0.5065 0.8092 -0.3888 -1.332
O -4.7785 1.1398 -0.4936 -0.657
C -4.4165 1.1672 -1.7870 0.446
C -5.4400 1.3252 -2.7231 -0.681
C -5.1542 1.3630 -4.0695 -0.376
C -3.8402 1.2447 -4.5281 -0.905
C -2.8255 1.0960 -3.6141 -0.576
C -3.0861 1.0567 -2.2358 0.309
C -1.9543 0.9283 -1.3233 0.726
O -0.7674 0.8947 -1.7922 -0.297
N -2.1890 0.8540 -0.0057 -1.757
N -1.0201 0.7787 0.6433 2.058
C -0.9016 0.6666 1.9145 -0.562
C 0.4764 0.5754 2.3632 0.751
C 0.8392 0.4055 3.6916 -1.047
C 2.1809 0.3084 4.0108 -0.509
C 3.1206 0.3737 2.9920 -1.078
C 2.6858 0.5401 1.6893 -0.246
N 1.3971 0.6597 1.3724 1.047
H -3.9827 0.9638 0.0483 0.629
H -6.4542 1.4091 -2.3573 0.464
H -5.9629 1.4821 -4.7789 0.385
H -3.6250 1.2707 -5.5868 0.452
H -1.7983 1.0059 -3.9402 0.441
H -1.7600 0.6159 2.5724 0.522
H 0.0710 0.3450 4.4505 0.583
H 2.4912 0.1705 5.0381 0.475
H 4.1781 0.2827 3.1925 0.532
H 3.3881 0.5721 0.8727 0.335
C 2.3549 -10.0236 -1.6089 -1.102
C 2.1427 -8.5657 -1.2981 0.769
O 2.9313 -7.6957 -1.5336 -0.506
S 0.5426 -8.2623 -0.5321 -0.236
C 0.5447 -6.4931 -0.4884 0.141
C -0.4235 -5.7902 -1.1940 -0.548
C -0.4470 -4.4062 -1.1510 -0.598
C 0.5080 -3.7095 -0.4112 -0.103
C 1.4764 -4.4249 0.2964 -0.547
C 1.4913 -5.8067 0.2629 -0.482
C 0.4972 -2.2730 -0.3842 0.699
C 0.4986 -1.0646 -0.3928 -0.363
H 3.4164 -10.2061 -1.7545 0.309
H 1.8196 -10.2666 -2.5283 0.298
H 1.9633 -10.6567 -0.8142 0.346
H -1.1545 -6.3291 -1.7817 0.428
H -1.2013 -3.8562 -1.6978 0.483
H 2.2179 -3.8873 0.8728 0.463
H 2.2429 -6.3584 0.8123 0.409
C -2.5685 4.0579 0.8297 -1.062
N -1.3872 3.9875 1.6778 0.435
C -0.1332 3.7227 1.2790 -0.591
Se 0.4440 3.3248 -0.4464 0.041
N 0.6622 3.7942 2.3641 0.254
C -0.0863 4.0794 3.4974 0.447
C 0.2549 4.2266 4.8338 -0.874
C -0.7790 4.5094 5.7077 -0.591
C -2.1007 4.6438 5.2633 -0.633
C -2.4362 4.5002 3.9295 -0.819
C -1.3983 4.2076 3.0553 0.817
H -2.3297 3.6250 -0.1360 0.247
H -2.8730 5.0957 0.7032 0.358
H -3.3732 3.4919 1.2947 0.397
H 1.6633 3.6769 2.3093 0.323
H 1.2773 4.1341 5.1746 0.479
H -0.5624 4.6389 6.7591 0.418
H -2.8763 4.8717 5.9812 0.416
H -3.4558 4.6133 3.5886 0.478
C 1.5780 1.0381 -4.2025 -1.300
C 1.6284 0.0862 -3.0335 -0.470
O 1.9572 0.8268 -1.8145 0.149
C 3.3804 0.9380 -1.6487 -0.673
C 3.7747 2.2504 -1.0160 -1.114
H 1.3423 0.4847 -5.1127 0.429
H 2.5309 1.5471 -4.3592 0.416
H 0.8039 1.7878 -4.0406 0.252
H 2.3796 -0.6949 -3.1577 0.508
H 0.6740 -0.3953 -2.8613 0.339
H 3.8264 0.8747 -2.6422 0.642
H 3.7320 0.0659 -1.0889 0.427
H 3.4741 3.0871 -1.6471 0.329
H 4.8594 2.2721 -0.9027 0.446
H 3.3170 2.4008 -0.0389 0.088



Record 5
19
Properties=species:S:1:pos:R:3:mulliken_charge:R:1 method="wB97M-V/def2-TZVPD" multiplicity=1 largest_force_ha_per_bohr=0.075 relative_energy_ev=3.6532 homo_ev="-7.23 / -7.22" lumo_ev="0.275 / 0.277"
C -2.4354 0.2490 -1.2360 -0.860
C -1.7849 -0.2927 -0.2286 0.228
C -2.3484 -1.2327 0.7321 -1.135
C 1.8490 -0.6667 1.8120 -0.923
C 1.6176 1.6574 -0.4178 -0.775
O 2.2000 -0.9136 -1.0237 -0.486
Si 1.3129 -0.0936 0.0447 0.444
H -1.8072 0.6804 -1.9761 0.206
H -3.4378 0.3660 -1.2688 0.388
H -1.5944 -1.4602 1.4918 0.181
H -2.6410 -2.1469 0.2743 0.304
H -3.2373 -0.8984 1.0916 0.436
H 1.6979 0.1683 2.4872 0.330
H 1.2535 -1.5886 2.2096 0.248
H 2.8995 -0.8518 1.5904 0.299
H 2.7096 1.4979 -0.5430 0.265
H 1.0608 1.8347 -1.3490 0.221
H 1.3751 2.3811 0.4306 0.306
H 1.8831 -1.6601 -1.4727 0.322



Record 6
66
Properties=species:S:1:pos:R:3:mulliken_charge:R:1 method="wB97M-V/def2-TZVPD" multiplicity=1 largest_force_ha_per_bohr=0.039 homo_ev=-1.65 total_charge=-1 lumo_ev=2.477
C 5.8385 -3.9103 3.2324 -0.814
O 5.5253 -2.5213 2.9453 -0.495
C 4.2109 -2.2086 2.7959 0.868
C 3.8517 -0.8636 2.5090 -0.623
C 2.5354 -0.4986 2.3713 -0.873
C 1.4553 -1.4425 2.5275 0.909
C 0.1023 -1.0123 2.4439 -1.298
C -1.1203 -1.7439 2.4567 1.128
C -2.3472 -1.0297 2.2282 -0.902
C -3.5812 -1.6594 2.2857 -0.565
C -3.6843 -3.0370 2.5518 1.140
C -4.9960 -3.7639 2.6294 -1.392
C -2.5051 -3.7518 2.7533 -1.023
C -1.2652 -3.1420 2.6955 -0.574
C 1.8632 -2.7814 2.7810 -0.884
C 3.1808 -3.1656 2.9220 -0.285
H 6.9259 -3.9729 3.3016 0.229
H 5.3780 -4.2205 4.1824 0.315
H 5.4706 -4.5608 2.4253 0.315
H 4.6583 -0.1434 2.4102 0.393
H 2.2884 0.5376 2.1442 0.324
H -0.0115 0.0686 2.3742 0.278
H -2.2869 0.0406 2.0098 0.344
H -4.4985 -1.0884 2.1270 0.320
H -4.8140 -4.8190 2.8547 0.330
H -5.6493 -3.3726 3.4164 0.279
H -5.5559 -3.7244 1.6891 0.273
H -2.5712 -4.8194 2.9600 0.164
H -0.4089 -3.7760 2.8529 0.471
H 1.1308 -3.5583 2.8910 0.327
H 3.4034 -4.2119 3.1407 0.279
H -0.2034 0.8966 0.0999 0.038
Sn -0.2879 1.7328 -1.4040 0.892
C -1.5854 3.4750 -1.2900 -0.009
C -2.7456 3.5720 -2.0557 -0.277
C -3.6484 4.6225 -1.8150 -0.475
C -3.3631 5.5967 -0.8516 -0.415
C -2.1616 5.5252 -0.1373 -0.510
C -1.2631 4.4718 -0.3696 -0.437
C 1.6728 2.4011 -2.0664 -0.013
C 1.9460 3.7489 -2.2912 -0.241
C 3.2677 4.1546 -2.5464 -0.460
C 4.2958 3.2090 -2.6309 -0.413
C 3.9959 1.8513 -2.4699 -0.589
C 2.6797 1.4454 -2.1988 -0.417
C -1.0975 0.3933 -2.9131 0.034
C -0.3697 0.0563 -4.0523 -0.275
C -0.8527 -0.9477 -4.9096 -0.464
C -2.0812 -1.5673 -4.6540 -0.422
C -2.8328 -1.1726 -3.5410 -0.556
C -2.3445 -0.1827 -2.6733 -0.385
H -2.9666 2.8444 -2.8394 0.377
H -4.5738 4.6812 -2.3895 0.349
H -4.0645 6.4131 -0.6666 0.345
H -1.9154 6.2940 0.5968 0.346
H -0.3184 4.4486 0.1780 0.384
H 1.1506 4.4967 -2.2712 0.348
H 3.4898 5.2133 -2.6868 0.351
H 5.3214 3.5249 -2.8334 0.348
H 4.7843 1.1028 -2.5632 0.357
H 2.4613 0.3799 -2.0987 0.436
H 0.5710 0.5577 -4.2896 0.348
H -0.2680 -1.2385 -5.7833 0.344
H -2.4576 -2.3437 -5.3234 0.343
H -3.8054 -1.6285 -3.3489 0.350
H -2.9528 0.1245 -1.8192 0.409